# 1
Here is 2 unconnected molecules or ions with the total composition C7H14N3 at a distorted geometry from OMol25. Energies are from wB97M-V/def2-TZVPD.

Multiplicity: 1
Net charge: +1
Energy in eV: -11946.5532
Orbital gap in eV: 8.07
HOMO in eV: -13.15

Cartesian coordinates (Å):
H: -2.10658 -0.02057 -0.41297
H: 0.03409 -1.98882 -2.35771
C: 1.14297 -1.31256 1.50821
H: -1.64651 4.34025 -0.03622
N: 1.49765 -2.45863 -0.44387
H: -1.45610 -0.21785 1.23126
H: -1.12379 -2.70955 -1.37151
H: -1.54661 -1.35309 -2.25928
C: -0.31034 -1.03007 -0.46694
C: -0.90036 3.97498 -0.65373
C: 2.10318 -2.27613 1.69792
H: 2.84474 -3.86346 0.42110
C: -0.74057 -1.74358 -1.69311
N: 0.83743 -1.45840 0.17548
C: -1.23880 -0.07725 0.16184
C: 2.21860 -2.92456 0.50121
H: -1.04394 1.17046 0.12039
H: -1.12283 3.93529 -1.66265
H: -0.11027 4.78753 -0.57535
H: -0.74596 2.81595 1.17006
H: 0.72327 -0.59810 2.12260
N: -0.49666 2.75606 0.23191
H: 0.44867 2.70241 0.04566
H: 2.73872 -2.45031 2.54569

Cartesian forces (eV/Å) of the 6 atoms listed first:
-1.7 -0.4 -0.7
1.3 -0.3 -0.7
2.3 -2.0 -0.6
-2.1 1.2 0.2
-0.1 -0.4 -0.6
0.3 -0.2 -0.4

Here are the Mulliken charges for atoms 1 to 2, given in e: 0.360, 0.417

# 2
Here is a molecular structure, C57H41I4N8O2PbS2 from OMol25. Energies are from wB97M-V/def2-TZVPD.

Multiplicity: 1
Net charge: -1
Energy in eV: -135115.0022
Orbital gap in eV: 5.44
HOMO in eV: -4.65

Cartesian coordinates (Å):
H: -0.69104 -0.92778 -4.55416
C: 5.05327 4.89011 1.11919
C: 3.99061 4.00371 1.02116
I: 6.10770 -7.39858 1.48809
C: -0.85537 -3.11587 -4.68966
C: -1.03434 2.98744 1.93715
H: -5.34678 -0.68983 0.74874
N: 0.36556 1.01504 -3.28398
C: -3.09225 -0.68697 0.87477
H: 3.89520 2.88077 4.20243
H: 5.28664 -1.55225 -0.96871
H: 3.97166 2.28152 -2.38355
C: -2.50219 5.16514 -3.45624
N: -0.30425 -1.90734 0.85421
C: 4.22245 3.44350 3.33663
C: 2.44434 2.29329 1.96966
H: -6.80655 -4.17600 1.60122
H: -1.95954 -4.77479 1.03982
N: 0.00700 2.14486 1.72158
C: 3.98673 -0.95497 1.85426
C: -4.43691 -0.14875 0.94320
H: -4.69204 6.33075 0.02766
H: -4.98287 -2.62636 2.16920
H: 5.16358 -5.22557 3.48286
C: -3.34949 3.82185 1.87561
C: 5.28704 4.32806 3.45337
C: 2.55916 0.66978 -2.42808
H: 2.52196 -4.31467 -0.58672
C: 4.80885 0.44249 -1.63717
H: -2.95688 -3.65873 -1.44110
C: 4.10297 0.38576 1.99691
C: 4.73942 -5.82049 1.46301
C: -2.38351 2.68989 1.73203
C: -4.81615 -4.65986 -1.10065
H: -5.12105 1.86431 1.42847
C: -1.21099 -4.00051 0.99258
O: -2.77419 -1.13036 -2.43330
H: -5.40692 5.31076 4.13096
C: 2.78154 0.94000 1.80357
C: 3.71073 -3.95253 2.54905
C: 4.59688 -5.01900 2.58536
C: 3.10963 -4.50926 0.30325
H: 3.00989 -2.39751 -1.45552
H: -1.73660 -3.36870 -5.27549
H: 4.77717 -1.68369 1.92712
H: -3.09242 4.43625 -0.15485
C: -2.76238 -2.03430 0.67645
C: -4.00559 4.06911 3.07558
C: -3.60380 4.64199 0.78029
I: -6.47107 7.53251 2.26217
H: -1.49690 -4.38409 -3.04993
C: -1.03969 -1.77848 -3.96388
C: 3.80390 1.23434 -2.16505
C: 2.96727 -3.66765 1.40544
C: 3.56892 3.26463 2.12307
C: 0.81732 4.16013 2.44516
S: -0.97183 3.12493 -1.50385
H: 1.32760 -3.23547 -2.94332
H: 3.47160 3.88019 0.07851
N: -0.55772 1.82685 -3.87371
C: -5.90289 -4.78636 -0.24909
C: -4.94718 -3.17094 1.23412
H: -4.76085 -5.23565 -2.01405
C: -0.56606 -4.08342 -3.53875
H: 5.78412 0.86151 -1.42270
S: -2.44369 3.50907 -4.16321
I: 7.30642 6.36401 2.49699
H: -0.04886 -4.98785 -3.85979
H: 0.40909 -1.16465 -2.61742
H: 1.71524 2.56670 -3.18589
C: -5.97053 -4.05566 0.92607
N: 1.91014 -0.05622 1.52059
H: 0.26599 -3.58431 -1.56529
C: -3.80243 -3.77289 -0.77505
O: -3.37959 -1.60755 -4.52662
C: -1.15860 2.73000 -3.17635
N: -0.29957 -1.89046 -2.70225
C: -4.90135 5.12387 3.19359
C: -3.85822 -2.99855 0.38265
H: 4.99659 0.94790 2.21826
C: 2.59253 -1.22977 1.56124
C: -2.52020 -1.49986 -3.69102
C: 3.26357 -1.36322 -1.66362
H: -1.90588 -1.24965 -1.97533
H: 0.66300 -5.03190 1.42191
C: 0.68793 -2.79794 1.10331
H: -3.81367 3.42835 3.92790
H: -2.32217 5.09625 -2.38369
C: 3.99125 -5.58037 0.32146
C: 1.14915 2.81597 2.01866
H: -3.50054 5.56055 -3.63699
N: 2.29107 -0.61654 -2.17071
H: 3.58010 -3.33583 3.42939
C: 0.28412 -3.23350 -2.60050
C: -1.46949 -2.58915 0.79338
C: -4.49745 5.69916 0.88358
H: 1.52704 4.90689 2.76367
C: -4.32361 1.15573 1.27401
C: -0.52998 4.26271 2.40254
C: 1.49615 1.51398 -3.00247
I: -7.45920 -6.08779 -0.74563
H: 0.00613 -3.06466 -5.35849
H: 4.09308 -6.21642 -0.54710
H: 5.78635 4.45911 4.40352
C: 0.12171 -4.12874 1.18994
H: 5.37232 5.45719 0.25550
Pb: -0.03815 0.43112 0.08611
H: -1.13558 5.11230 2.67343
C: 5.69668 5.04092 2.33850
N: -2.20243 0.31828 1.10456
C: -5.13601 5.93168 2.09227
C: 4.53928 -0.89102 -1.38482
C: -2.91060 1.44132 1.38490
H: -1.76155 5.81847 -3.91527
C: 2.04198 -2.50179 1.33918

Cartesian forces (eV/Å) of the 6 atoms listed first:
0.0 0.0 0.0
0.0 0.0 0.0
0.0 0.0 0.0
0.0 0.0 0.0
0.0 0.0 0.1
0.0 0.0 -0.1

Here are the Mulliken charges for atoms 1 to 2, given in e: 0.270, -0.686

# 3
Here is a molecular structure, C24H35F2N3OS2SiY from OMol25. Energies are from wB97M-V/def2-TZVPD.

Multiplicity: 1
Net charge: +1
Energy in eV: -67996.9819
Orbital gap in eV: 8.53
HOMO in eV: -10.84

Cartesian coordinates (Å):
H: 3.37793 -2.53592 0.52540
H: -1.43355 4.71603 -2.51504
C: 1.97152 -0.17311 -2.30787
F: -4.53856 -0.49335 -3.64448
C: -2.27082 -2.46238 -0.86854
H: 2.25978 2.28026 0.00674
C: -3.19346 1.87939 -3.07139
H: -1.27716 6.78974 3.23077
S: 1.28652 -2.33349 -0.60833
N: 1.58699 0.79387 -1.26532
H: -4.53341 -0.66528 2.43837
H: -2.33867 5.38878 3.07694
C: -2.46257 1.02405 -2.24154
C: -1.99528 -1.11049 -1.07445
C: -0.24448 3.13742 2.04264
H: 1.07353 3.60727 4.95726
Y: -0.31006 0.10552 0.17854
H: -1.55210 6.05829 1.64812
H: -3.30810 -2.03935 4.52052
H: -1.56654 -2.38575 4.44204
H: 3.40996 -1.50828 -1.36103
H: 1.84182 6.41473 2.83431
H: -0.66469 3.81003 5.18499
H: -3.23498 0.55912 2.70398
H: 1.61492 0.49789 2.18117
H: -1.69101 -3.06633 -0.17683
H: 1.53114 5.69938 1.25331
H: 2.97116 -1.49688 2.64693
C: 0.23606 4.28868 4.79724
H: -2.12430 -0.68754 4.53112
C: -4.07414 -2.42890 -2.47516
H: 3.54696 1.60925 -1.00308
C: -3.78224 -1.10038 -2.70458
F: -3.56372 -4.38419 -1.29977
C: -2.82782 3.20631 -3.18982
H: 1.22600 -1.74281 2.53675
H: -3.39406 3.86521 -3.83469
C: 2.11260 -1.47388 1.96531
O: -1.02200 -1.06066 2.00366
H: -3.56209 -0.10049 1.06573
C: 2.34396 -2.51500 0.86669
C: -0.43021 2.11932 1.38611
C: -2.34612 -1.68387 4.15372
H: 2.47322 4.81295 2.45711
C: -3.30285 -3.08883 -1.54391
C: 2.65766 1.35510 -0.41593
N: 1.87917 -0.12980 1.42326
N: -1.40355 1.49529 -1.54696
H: 2.48549 -2.20570 -2.66587
H: -0.26973 3.13376 -1.02093
H: 1.15992 1.57356 -1.75630
H: 2.77183 0.22826 -2.94122
H: -4.04244 1.50573 -3.61442
C: -3.54674 -0.31512 2.13510
H: -4.86662 -2.92475 -3.01607
C: -1.41668 5.84120 2.70881
C: 3.05588 0.42644 0.72730
H: 2.13974 -3.50592 1.27034
C: -2.77368 -0.41277 -2.02608
H: 0.41838 5.18712 5.38948
C: 2.41760 -1.54130 -1.80500
H: 1.09117 -0.30265 -2.94200
H: 3.64841 -0.40260 0.34876
Si: 0.04414 4.70245 2.98033
C: 1.61913 5.47876 2.31864
C: -1.08097 2.79157 -1.65437
S: -2.38396 -1.65402 2.36482
C: -1.74496 3.68283 -2.46834
H: 3.70704 0.97400 1.41403

Cartesian forces (eV/Å) of the 6 atoms listed first:
0.0 0.0 0.0
0.0 0.0 0.0
0.0 0.0 0.0
0.0 0.0 0.0
-0.1 0.0 0.0
0.0 0.0 0.0

Here are the Mulliken charges for atoms 1 to 2, given in e: 0.489, 0.443

For each record above, in turn, the calculated energy relative to the best compared isomer or geometry (same formula, charge and spin) values are 4.366 0.000 0.000 eV.